1.
{"formula": "C66H70BNO6", "method": "the ωB97M-V functional and the def2-TZVPD basis", "elements": ["N", "B", "O", "C", "C", "C", "C", "O", "O", "C", "O", "C", "O", "O", "H", "H", "H", "H", "H", "H", "H", "H", "H", "H", "C", "C", "C", "C", "C", "C", "H", "H", "H", "H", "H", "H", "C", "C", "C", "C", "C", "C", "H", "H", "H", "H", "H", "H", "C", "C", "C", "C", "C", "C", "H", "H", "H", "H", "H", "H", "C", "C", "C", "C", "C", "C", "H", "H", "H", "H", "H", "H", "C", "C", "C", "C", "C", "C", "H", "H", "H", "H", "H", "H", "C", "C", "C", "C", "C", "C", "H", "H", "H", "H", "H", "H", "C", "C", "C", "C", "C", "C", "H", "H", "H", "H", "H", "H", "C", "C", "C", "C", "C", "C", "H", "H", "H", "H", "H", "H", "C", "C", "C", "C", "C", "C", "H", "H", "H", "H", "H", "H", "C", "C", "C", "C", "C", "C", "H", "H", "H", "H", "H", "H"], "xyz": [[4.19111, -4.86454, 1.12171], [2.75619, -4.79508, 1.38735], [2.18028, -5.94095, 1.96092], [1.88572, -3.47175, 1.04397], [0.63052, -3.36756, 1.97877], [-0.71832, -3.18694, 1.24204], [-1.12251, -4.40895, 0.42194], [-0.37979, -5.20212, -0.06371], [-2.46180, -4.55825, 0.23271], [2.59755, -2.09213, 1.25592], [3.43654, -2.02461, 0.07917], [2.54750, -2.40684, -0.92122], [2.49891, -1.97477, -1.97897], [1.71869, -3.36053, -0.38302], [4.63926, -3.95355, 1.16204], [4.40463, -5.35939, 0.26099], [1.51312, -6.26299, 1.32672], [0.50762, -4.22620, 2.66403], [0.76010, -2.48492, 2.64189], [-1.50006, -3.07355, 2.02519], [-0.77791, -2.24451, 0.66100], [-2.61739, -5.40426, -0.22181], [1.85303, -1.28957, 1.07938], [3.18291, -1.95166, 2.17742], [-1.22090, -4.84713, 7.35193], [-0.44633, -5.65084, 6.52370], [0.47486, -5.07470, 5.65746], [0.62646, -3.69407, 5.62689], [-0.14515, -2.89312, 6.45736], [-1.07168, -3.46627, 7.31745], [-1.94076, -5.29736, 8.02464], [-0.56122, -6.72762, 6.55314], [1.07469, -5.70107, 5.00692], [1.34728, -3.24276, 4.95502], [-0.02186, -1.81647, 6.42999], [-1.67603, -2.83868, 7.96105], [0.50150, -1.04029, -4.27526], [0.49502, 0.31532, -4.57985], [-0.46883, 0.83250, -5.43658], [-1.43376, -0.00556, -5.98234], [-1.43014, -1.36020, -5.67550], [-0.46063, -1.87817, -4.82573], [1.25438, -1.44320, -3.61069], [1.24363, 0.96978, -4.14895], [-0.46904, 1.88897, -5.67874], [-2.18861, 0.39807, -6.64709], [-2.18357, -2.01331, -6.10004], [-0.45496, -2.93584, -4.59085], [7.60428, 1.04153, 1.46565], [6.29471, 1.28902, 1.07389], [5.62261, 0.37546, 0.27250], [6.25604, -0.79145, -0.13128], [7.56553, -1.04170, 0.26070], [8.24136, -0.12334, 1.05620], [8.12810, 1.75606, 2.08983], [5.79523, 2.19652, 1.39410], [4.60331, 0.57185, -0.03722], [5.73039, -1.50476, -0.75157], [8.06004, -1.95315, -0.05380], [9.26374, -0.31656, 1.35834], [9.37652, 6.04773, 3.62148], [10.32776, 5.40863, 4.40608], [10.90818, 4.22512, 3.96889], [10.54394, 3.68539, 2.74199], [9.59530, 4.32648, 1.95577], [9.00832, 5.50530, 2.39697], [8.92164, 6.96916, 3.96437], [10.61661, 5.83318, 5.36000], [11.64536, 3.72347, 4.58398], [11.00006, 2.76444, 2.39843], [9.31242, 3.90600, 0.99783], [8.26453, 6.00212, 1.78590], [-4.88362, -7.88219, 1.91831], [-4.90127, -6.52995, 1.60338], [-5.86182, -6.03077, 0.73208], [-6.81088, -6.88344, 0.18308], [-6.79564, -8.23584, 0.50080], [-5.83019, -8.73624, 1.36466], [-4.13274, -8.27139, 2.59536], [-4.16514, -5.86340, 2.03660], [-5.87073, -4.97660, 0.48194], [-7.56268, -6.49375, -0.49248], [-7.53703, -8.90054, 0.07375], [-5.81558, -9.79211, 1.60807], [-2.59168, 4.14412, -5.05181], [-2.59740, 5.49949, -5.35560], [-3.56156, 6.01582, -6.21287], [-4.52559, 5.17769, -6.75825], [-4.52207, 3.82319, -6.45137], [-3.55318, 3.30491, -5.60188], [-1.83780, 3.74090, -4.38614], [-1.84913, 6.15430, -4.92452], [-3.56189, 7.07180, -6.45521], [-5.28042, 5.58093, -7.42324], [-5.27529, 3.17024, -6.87582], [-3.54734, 2.24724, -5.36714], [-5.70960, -8.76154, 7.55257], [-5.52024, -9.90685, 6.79031], [-5.91099, -9.92696, 5.45747], [-6.48258, -8.79814, 4.88420], [-6.66857, -7.65171, 5.64562], [-6.28613, -7.63430, 6.98069], [-5.40791, -8.74702, 8.59300], [-5.06838, -10.78516, 7.23567], [-5.76910, -10.82290, 4.86462], [-6.78266, -8.81188, 3.84503], [-7.11287, -6.77089, 5.19751], [-6.43624, -6.74160, 7.57580], [-3.89844, 11.11830, -2.50312], [-3.84468, 10.12956, -1.52931], [-3.79208, 8.79192, -1.89904], [-3.78373, 8.44288, -3.24353], [-3.83400, 9.43220, -4.21709], [-3.89547, 10.76951, -3.84739], [-3.94272, 12.16150, -2.21441], [-3.84453, 10.40195, -0.48067], [-3.75669, 8.02059, -1.13922], [-3.73801, 7.39977, -3.53261], [-3.82600, 9.16065, -5.26607], [-3.93994, 11.54036, -4.60718], [-2.55485, 6.98304, -9.44272], [-1.38963, 6.98053, -10.19840], [-1.12550, 8.02756, -11.07186], [-2.02265, 9.08236, -11.18278], [-3.18613, 9.08666, -10.42460], [-3.45437, 8.03507, -9.55773], [-2.76239, 6.16530, -8.76458], [-0.68688, 6.16109, -10.10677], [-0.21967, 8.02235, -11.66597], [-1.81439, 9.90132, -11.86060], [-3.88508, 9.91018, -10.51012], [-4.36534, 8.03597, -8.97009], [2.60114, -0.22260, 5.70184], [3.76846, -0.22388, 4.95113], [4.03159, 0.82110, 4.07679], [3.13304, 1.87448, 3.96168], [1.96706, 1.87803, 4.71700], [1.69793, 0.82624, 5.58360], [2.39592, -1.04384, 6.37900], [4.47271, -1.04250, 5.04508], [4.93874, 0.81374, 3.48425], [3.34150, 2.69229, 3.28215], [1.26647, 2.69968, 4.62808], [0.78493, 0.82438, 6.16722]], "atomic_forces_ev_per_a": [[-1.013, 0.793, 0.350], [0.991, -0.805, 0.172], [0.054, 0.546, -1.608], [0.465, 1.361, 2.132], [-0.862, 0.047, -0.846], [-0.755, 0.088, 0.860], [-0.905, 0.599, -0.329], [1.240, -0.897, 0.038], [0.066, 0.588, 0.577], [0.367, -0.732, -0.695], [-0.660, 0.345, -0.463], [0.535, -1.793, 5.269], [0.091, 1.090, -3.766], [-0.718, 0.069, -0.784], [0.084, -0.232, -0.657], [0.377, -0.176, 0.439], [-0.356, 0.108, 0.664], [0.388, 0.206, -0.554], [-0.073, -0.425, -0.397], [0.357, -0.010, -0.465], [0.139, -0.700, -0.056], [0.238, 0.227, 0.007], [0.143, -0.281, 0.785], [-0.203, -0.042, -0.450], [0.029, 0.007, -0.025], [-0.022, 0.038, -0.004], [0.002, -0.031, -0.013], [-0.015, -0.057, 0.010], [0.020, 0.105, -0.027], [-0.002, -0.066, 0.000], [0.019, 0.007, -0.023], [-0.003, 0.032, -0.007], [-0.005, 0.018, 0.016], [0.003, 0.004, 0.045], [-0.025, -0.023, 0.003], [0.021, -0.016, -0.013], [0.037, -0.033, 0.006], [-0.064, -0.009, -0.042], [-0.016, 0.001, 0.026], [0.006, 0.018, 0.015], [-0.006, -0.017, 0.008], [-0.038, 0.080, -0.028], [-0.117, 0.053, -0.118], [-0.003, -0.030, -0.021], [-0.015, -0.027, -0.013], [0.034, -0.008, -0.002], [0.025, 0.021, 0.001], [0.007, 0.026, 0.005], [0.048, -0.011, 0.030], [-0.003, 0.001, -0.024], [-0.039, 0.050, 0.038], [0.142, -0.054, -0.031], [-0.003, 0.067, 0.028], [-0.051, -0.015, -0.001], [-0.020, -0.018, -0.009], [0.037, -0.001, -0.023], [0.020, -0.043, 0.007], [0.005, 0.046, 0.018], [-0.008, 0.034, -0.002], [-0.027, 0.001, 0.003], [0.001, -0.016, -0.008], [-0.008, -0.004, 0.002], [-0.006, 0.004, -0.014], [-0.010, 0.007, 0.020], [-0.013, -0.010, -0.027], [0.013, 0.000, 0.022], [0.014, -0.026, -0.008], [-0.015, -0.018, -0.025], [-0.012, 0.020, -0.020], [-0.012, 0.025, 0.002], [0.006, 0.010, 0.028], [0.027, -0.009, 0.008], [0.015, -0.033, -0.071], [0.040, -0.009, 0.016], [-0.020, -0.008, -0.015], [0.014, 0.007, 0.009], [0.001, -0.015, 0.006], [0.040, 0.055, -0.053], [-0.039, 0.017, 0.006], [-0.029, -0.008, -0.014], [0.003, -0.022, 0.022], [0.020, -0.014, 0.018], [0.027, 0.020, 0.007], [0.001, 0.023, -0.007], [-0.024, -0.009, -0.023], [0.013, 0.011, -0.026], [-0.033, -0.042, 0.093], [-0.003, 0.018, 0.023], [0.009, -0.007, -0.016], [0.010, 0.013, 0.010], [-0.028, 0.001, -0.013], [-0.015, -0.012, -0.028], [0.015, -0.026, 0.005], [0.018, -0.015, 0.012], [0.025, 0.019, 0.010], [0.011, 0.030, 0.016], [-0.001, 0.011, -0.012], [0.010, -0.011, 0.001], [0.008, 0.046, 0.013], [-0.040, -0.044, 0.057], [0.000, 0.010, 0.017], [0.024, -0.016, -0.018], [-0.011, -0.005, -0.027], [-0.022, 0.023, -0.008], [0.000, 0.019, 0.016], [-0.016, 0.024, 0.048], [0.010, -0.032, 0.004], [0.007, -0.020, -0.016], [0.000, -0.011, -0.009], [-0.008, -0.005, 0.004], [0.014, 0.029, -0.018], [-0.001, -0.011, 0.009], [-0.003, -0.005, 0.024], [0.010, -0.004, 0.005], [0.001, -0.029, -0.007], [-0.009, -0.006, -0.031], [0.006, 0.018, -0.022], [-0.025, 0.029, 0.001], [-0.008, 0.019, 0.028], [0.009, -0.020, 0.018], [0.007, -0.020, -0.031], [-0.003, 0.024, -0.027], [-0.014, 0.010, 0.021], [0.006, -0.020, 0.006], [-0.016, 0.014, 0.002], [0.049, -0.003, 0.001], [0.024, 0.013, -0.036], [-0.030, 0.017, -0.006], [-0.019, 0.006, 0.023], [-0.010, -0.022, 0.018], [0.018, -0.027, -0.004], [0.015, 0.003, -0.014], [-0.074, -0.075, 0.040], [-0.011, -0.058, -0.041], [0.068, 0.040, -0.069], [-0.015, -0.044, 0.009], [-0.014, -0.002, -0.028], [0.020, -0.014, -0.019], [0.004, 0.037, 0.006], [-0.009, 0.032, 0.009], [-0.020, 0.007, 0.019], [-0.003, -0.018, 0.021], [0.020, -0.026, 0.004], [0.030, 0.017, 0.001]], "gap_ev": 9.46, "homo_ev": -9.115, "smiles": "NB(O)[C@@]1(CCC(=O)O)COC(=O)O1.c1ccccc1.c1ccccc1.c1ccccc1.c1ccccc1.c1ccccc1.c1ccccc1.c1ccccc1.c1ccccc1.c1ccccc1.c1ccccc1"}


2.
{"formula": "C20H22F9MgO11", "method": "the ωB97M-V functional and the def2-TZVPD basis", "elements": ["Mg", "C", "C", "C", "O", "C", "C", "C", "O", "O", "O", "H", "H", "C", "C", "O", "H", "H", "H", "H", "H", "C", "C", "O", "C", "O", "C", "F", "F", "F", "H", "H", "H", "H", "H", "C", "C", "O", "C", "O", "C", "F", "F", "F", "H", "H", "H", "H", "H", "C", "C", "O", "C", "O", "C", "F", "F", "F", "H", "H", "H", "H", "H"], "xyz": [[-0.79583, -0.42646, 0.73062], [-0.10556, 5.25967, 2.09378], [-0.42141, 4.00472, 1.45007], [-1.53343, 4.03037, 0.38519], [-1.91697, 2.93766, 0.00618], [-2.15945, 5.29426, 0.07817], [-1.90119, 6.40475, 0.87680], [-0.83107, 6.33552, 1.90397], [-0.60735, 7.31697, 2.68667], [-2.60263, 7.49000, 0.61049], [0.03319, 2.86709, 1.72066], [0.72064, 5.17385, 2.78401], [-2.93621, 5.26483, -0.67161], [-4.77896, -2.79536, 5.24455], [-3.24439, -2.60127, 4.83821], [-3.06519, -1.97198, 3.59467], [-4.98881, -2.29732, 6.19113], [-4.97315, -3.83555, 5.50608], [-5.56752, -2.50180, 4.55165], [-2.81466, -3.60219, 4.79846], [-2.70932, -2.01372, 5.58426], [3.33164, -1.55002, 5.20193], [4.10329, -1.91600, 3.99501], [3.97112, -3.26140, 3.36391], [2.92256, -3.56725, 2.46716], [2.18048, -2.69652, 1.93184], [2.76855, -5.04227, 2.18694], [2.04941, -5.64342, 3.17830], [2.11742, -5.24063, 1.07645], [3.91868, -5.63026, 2.17204], [3.30297, -0.49172, 5.46135], [3.57351, -2.04553, 6.14217], [2.30972, -1.74223, 4.87507], [5.18605, -1.80412, 4.05174], [3.82556, -1.21446, 3.20836], [5.31779, 2.53859, -1.76402], [4.26880, 2.41132, -2.82858], [4.25021, 1.11552, -3.46622], [3.24637, 0.22387, -3.27084], [2.33338, 0.36572, -2.43659], [3.30072, -1.05635, -4.09095], [4.24018, -1.03541, -5.06813], [3.60080, -2.05988, -3.26087], [2.17390, -1.31358, -4.65115], [6.33077, 2.25815, -2.05268], [5.04984, 2.15139, -0.78097], [5.35390, 3.58915, -1.47570], [4.26522, 3.26448, -3.50696], [3.34821, 2.51785, -2.25479], [-3.98045, 0.67862, -6.13941], [-3.17309, 0.07441, -5.01627], [-3.81785, -1.16297, -4.69788], [-3.73605, -1.82008, -3.50423], [-2.79808, -1.68517, -2.68573], [-4.73746, -3.07369, -3.22297], [-5.71542, -2.64710, -2.46092], [-5.28337, -3.48248, -4.34429], [-4.19017, -4.06580, -2.59437], [-5.02259, 0.85501, -5.87308], [-3.89856, 0.29927, -7.15799], [-3.73634, 1.72773, -6.30637], [-3.26228, 0.84982, -4.25542], [-2.09005, -0.00660, -5.10888]], "atomic_forces_ev_per_a": [[-0.329, 0.558, 0.463], [2.522, -6.720, -0.600], [0.007, -0.865, 0.628], [-0.090, 0.738, 0.689], [-0.589, -0.709, -1.058], [0.849, -2.310, -0.026], [-3.377, 4.250, -2.238], [-1.116, 6.192, 2.217], [-0.817, -0.688, -1.454], [2.707, -3.221, 1.569], [0.203, 1.619, -0.123], [-0.062, 0.547, 0.219], [-0.135, 0.343, 0.087], [0.540, -0.171, 0.750], [-0.515, 0.821, -1.960], [-0.509, -0.347, 0.607], [0.068, 0.456, 0.003], [0.124, -0.307, -0.289], [0.553, 0.221, -0.398], [0.181, -0.418, 0.203], [-0.151, -0.039, 0.648], [-1.415, -0.694, 0.565], [1.317, 0.724, -2.524], [-2.305, -1.080, -0.492], [-0.897, 6.202, 0.197], [2.861, -3.602, 2.149], [-1.226, -0.255, 1.577], [0.090, 0.552, -0.129], [-0.266, -0.088, -1.047], [1.828, -0.921, -0.461], [0.570, 0.172, -0.609], [-0.032, -0.448, -0.280], [-0.407, -0.225, 0.713], [-0.020, -0.313, 0.382], [-0.160, 0.021, -0.081], [0.767, 0.746, 0.599], [-1.488, -0.097, 1.821], [-0.310, -1.102, -1.041], [-1.869, 2.812, 3.399], [2.555, -0.568, -2.622], [2.224, -0.053, -0.063], [-0.136, 0.172, 0.452], [0.173, -0.173, 0.150], [-1.918, -0.189, -0.743], [-0.107, -0.173, -0.023], [-0.075, -0.944, -0.353], [0.154, 0.384, -0.465], [0.375, -0.719, -0.716], [-0.394, -0.109, -0.361], [-0.003, 1.252, -1.114], [-0.216, 1.275, 0.416], [-1.281, -1.729, 1.713], [4.353, -0.260, 1.534], [-3.304, 0.116, -2.450], [0.251, 2.589, -0.909], [-1.103, 0.876, 0.967], [-0.154, -0.675, -1.261], [1.259, -0.776, 0.138], [-0.153, -0.910, 0.184], [-0.073, -0.766, 0.290], [0.838, 0.185, 0.326], [-0.248, -0.598, 0.859], [-0.121, -0.561, -0.625]], "charge": -1, "gap_ev": 2.26, "homo_ev": -3.812}


Number 1: molar mass 984.1 g/mol. Number 2: molar mass 633.7 g/mol.